Entry 1:
78
Properties=species:S:1:pos:R:3 method="wB97M-V/def2-TZVPD" de_lowest_ev=10.003 spin_multiplicity=8 gap_ev="3.40 / 4.87" lumo_ev="-9.890 / -8.424" e_tot_ha=-2238.749355 charge=+2 max_force_ha_per_bohr=0.09695
Gd 0.814 -5.334 5.140
P 3.627 -3.816 2.431
O 4.348 -5.170 2.617
C 0.415 -5.487 -3.593
C -0.654 -4.808 -1.075
C -4.738 1.647 -1.048
C 1.517 1.041 3.206
C 0.465 4.705 1.629
C 0.924 4.318 -2.312
C 1.871 -5.920 -1.334
C 1.010 -5.060 2.749
C 1.902 -3.764 3.241
C 0.524 -5.394 -1.985
C 0.827 3.108 1.587
C -3.744 1.073 -2.208
C 1.198 0.110 1.933
C -1.463 1.467 -3.601
C -3.961 2.335 0.181
C -2.968 1.248 0.855
C 1.998 -5.807 0.218
C -0.421 2.665 -3.965
C 0.906 -5.203 1.168
C 0.778 2.822 -2.893
C 1.630 2.617 2.887
C 0.004 4.640 -1.030
C -0.444 -4.715 0.475
C 1.091 -2.403 2.788
C 2.019 -1.305 2.071
C 0.865 5.332 0.181
C -2.594 2.112 -2.620
H 2.970 -1.032 2.670
H -0.785 5.427 -1.359
H 1.988 5.166 -0.045
H 1.502 0.550 0.922
H 1.321 -6.045 3.302
H -0.541 -4.931 -3.882
H -0.958 0.549 -3.139
H 0.718 2.006 -2.073
H 0.669 0.902 3.982
H -3.346 3.243 -0.190
H -4.418 0.795 -3.091
H 1.754 2.586 -3.476
H 1.539 2.999 0.676
H -2.015 2.532 -1.722
H 0.033 2.405 -4.996
H -1.311 -4.291 1.084
H 3.469 -3.554 1.013
H -3.271 0.094 -1.801
H 2.256 -1.635 0.992
H -0.083 -4.822 3.129
H 1.174 3.169 3.798
H -4.715 2.666 0.989
H 0.740 -1.929 3.791
H 2.486 0.751 3.771
H -3.030 3.019 -3.182
H -5.419 0.816 -0.631
H -0.667 4.844 1.834
H -3.191 1.194 1.977
H -3.164 0.197 0.409
H 2.983 -6.160 0.676
H 0.078 -0.162 1.986
H 1.003 5.253 2.483
H 4.380 -2.688 2.941
H -0.597 3.741 -0.652
H -1.028 3.625 -4.121
H -1.626 -4.465 -1.596
H 0.138 -2.646 2.204
H 0.616 5.054 -3.146
H -0.129 2.526 1.357
H -1.966 1.172 -4.603
H 0.655 6.464 0.119
H -5.401 2.446 -1.563
H -1.854 1.464 0.693
H 0.473 -6.565 -3.982
H 2.738 2.936 2.851
H 2.735 -6.345 -1.971
H 1.310 -4.877 -4.013
H 2.038 4.501 -2.108

=====

Entry 2:
22
Properties=species:S:1:pos:R:3 method="wB97M-V/def2-TZVPD" de_lowest_ev=1.796 gap_ev=9.32 lumo_ev=0.003 e_tot_ha=-1534.535681 charge=0 smiles="N[Si@H]([SiH3])O/[N+]([O-])=N/[Si@@H](N)[SiH3]" max_force_ha_per_bohr=0.11452
Si 0.516 0.324 -2.861
Si 1.671 -1.318 -1.693
Si -2.381 -0.051 2.812
Si -0.657 0.927 1.844
O 0.535 -1.983 -0.584
O -1.517 -1.784 0.249
N 0.040 -0.282 0.799
N 3.153 -0.834 -0.904
N -0.428 -1.244 0.202
N -1.074 2.059 0.569
H 0.456 -0.504 -4.059
H -0.908 0.697 -2.698
H -3.285 0.832 3.809
H 0.616 1.498 2.401
H 3.129 -0.535 -0.017
H 3.979 -0.612 -1.546
H -1.971 -1.011 3.997
H 2.057 -2.539 -2.320
H 1.472 1.513 -2.781
H -0.330 2.388 -0.035
H -3.529 -0.457 1.972
H -1.544 2.917 0.843

=====

Entry 3:
9
Properties=species:S:1:pos:R:3 method="wB97M-V/def2-TZVPD" de_lowest_ev=2.748 gap_ev=6.54 lumo_ev=2.065 e_tot_ha=-1535.216471 charge=-1 max_force_ha_per_bohr=0.09845
I -1.699 -2.520 0.498
I -2.252 0.957 0.748
I -0.743 -0.461 -2.223
S 0.880 1.205 -0.274
O 0.955 2.244 0.831
O 2.135 0.802 -0.857
N 0.562 -0.407 0.765
C -0.838 -0.563 0.153
H 1.000 -1.258 0.359

=====

Entry 4:
8
Properties=species:S:1:pos:R:3 method="wB97M-V/def2-TZVPD" de_lowest_ev=0.208 gap_ev=6.59 lumo_ev=3.771 e_tot_ha=-837.495051 charge=-1 max_force_ha_per_bohr=0.01606
S -1.636 -0.480 1.726
S 1.551 -0.190 0.500
C 0.694 0.018 -1.111
H -1.885 0.792 2.000
H -0.022 -0.786 -1.296
H 1.428 0.058 -1.909
H -0.279 -0.375 1.204
H 0.148 0.964 -1.114

=====

Entry 5:
33
Properties=species:S:1:pos:R:3 method="wB97M-V/def2-TZVPD" de_lowest_ev=4.804 gap_ev=9.72 lumo_ev=-0.455 e_tot_ha=-840.703600 charge=0 smiles=O.O.O.O.O.O.O.O.O.O.O max_force_ha_per_bohr=0.17431
O -3.455 -2.457 -1.233
O 3.009 -1.203 0.140
O 0.260 0.827 -3.062
O -0.281 2.553 -0.734
O 0.039 -1.034 0.009
O -0.578 1.917 2.897
O -2.110 0.078 -1.403
O 1.662 1.314 1.180
O -0.016 -3.484 0.581
O -0.303 -0.509 3.357
O 2.438 0.699 -1.659
H 0.971 0.740 -2.551
H -2.039 0.180 -2.379
H -2.732 -1.822 -1.385
H -0.923 -1.057 2.949
H 0.537 -3.578 1.266
H -1.038 2.028 -1.272
H -0.138 3.368 -1.284
H -2.848 0.657 -0.835
H 2.837 -0.446 -0.525
H -0.425 0.907 2.753
H -0.799 -0.567 4.055
H -3.814 -2.342 -0.438
H 2.103 1.158 -0.945
H -0.078 -2.687 0.183
H 3.230 1.159 -1.848
H 2.153 1.329 1.942
H 0.334 -0.301 0.620
H 1.294 2.207 0.920
H 2.189 -1.263 0.522
H -1.125 2.147 2.140
H 0.099 -0.048 -3.433
H -0.454 -0.473 -0.527

=====

Entry 6:
69
Properties=species:S:1:pos:R:3 method="wB97M-V/def2-TZVPD" de_lowest_ev=0.083 spin_multiplicity=2 gap_ev="7.20 / 7.20" lumo_ev="-0.528 / -0.549" e_tot_ha=-3847.673902 charge=0 max_force_ha_per_bohr=0.02453
Co 0.258 -0.029 -0.185
P -0.519 2.166 -0.969
P -2.060 -0.603 -0.360
F 1.237 -2.332 3.211
F 0.125 -1.804 1.281
F -0.732 -3.354 2.704
F -0.715 -1.183 3.307
N 2.205 -0.541 -0.023
N 2.557 0.228 2.233
N 0.517 -0.734 -2.322
N 0.337 0.945 1.774
N 2.494 -2.000 -1.919
C 2.766 -1.559 -0.734
C 1.488 -1.584 -2.708
C -0.431 -0.865 -4.521
C 2.791 -0.518 1.213
C -0.357 2.993 -2.612
C -5.094 2.174 -0.273
C 5.535 -3.645 0.811
C -4.390 0.985 -0.253
C 0.542 -1.782 -4.918
C -3.021 0.962 -0.493
C -0.024 3.625 0.044
C 1.453 0.931 2.529
C 5.522 -3.012 2.047
C 4.660 -1.956 2.311
C -2.812 -1.645 -1.691
C -0.403 -0.401 -3.223
C -4.436 3.361 -0.552
C -2.352 2.162 -0.766
C 1.496 -2.143 -4.005
C 3.824 -2.199 0.052
C 0.358 2.141 4.301
C -2.809 -1.455 1.065
C 4.669 -3.260 -0.205
C -0.757 1.487 2.301
C 1.492 1.577 3.783
C -3.076 3.350 -0.805
C -0.806 2.086 3.542
C 3.838 -1.543 1.284
B -0.010 -2.191 2.681
H -2.127 -2.475 -1.866
H -3.772 -2.055 -1.378
H -2.580 4.290 -1.005
H -6.151 2.175 -0.052
H -0.342 3.506 1.076
H -1.031 3.846 -2.663
H -2.635 -0.904 1.985
H -1.193 -0.534 -5.211
H -4.979 4.295 -0.549
H 4.605 -1.485 3.278
H 1.065 3.670 0.020
H -1.738 2.475 3.919
H 0.537 -2.202 -5.914
H 6.222 -4.463 0.647
H 6.196 -3.353 2.819
H 2.283 -2.843 -4.227
H -2.290 -2.410 1.148
H -0.570 2.312 -3.429
H -3.870 -1.644 0.912
H -1.657 1.441 1.699
H -4.901 0.061 -0.027
H 2.423 1.543 4.320
H 0.359 2.596 5.280
H -1.171 0.286 -2.880
H 0.671 3.337 -2.704
H 4.647 -3.767 -1.156
H -2.935 -1.085 -2.614
H -0.425 4.552 -0.364

=====

Entry 7:
18
Properties=species:S:1:pos:R:3 method="wB97M-V/def2-TZVPD" de_lowest_ev=1.474 gap_ev=10.84 lumo_ev=1.251 e_tot_ha=-235.764056 charge=0 smiles=CC[C@H]1C[C@H]1C max_force_ha_per_bohr=0.03146
C 0.154 -1.337 -1.243
C -0.489 0.424 1.181
C 1.877 0.068 -0.075
C -1.974 0.595 0.797
C 0.581 0.829 0.169
C 0.789 0.030 -1.093
H -0.338 -0.630 1.432
H 0.837 -1.954 -1.838
H -0.822 -1.324 -1.734
H 0.999 1.817 0.268
H 0.946 0.548 -2.038
H -2.608 0.248 1.626
H 2.740 0.678 -0.345
H 0.048 -1.843 -0.277
H 2.090 -0.788 0.549
H -2.249 1.638 0.603
H -2.261 0.008 -0.083
H -0.318 0.994 2.100

=====

Entry 8:
12
Properties=species:S:1:pos:R:3 method="wB97M-V/def2-TZVPD" de_lowest_ev=1.048 gap_ev=9.57 lumo_ev=0.454 e_tot_ha=-989.490017 charge=0 smiles="CSC(=O)CS" max_force_ha_per_bohr=0.06940
S 1.300 -0.935 -0.074
S -2.764 -0.174 -0.643
O -0.091 1.276 0.379
C -0.251 0.089 0.305
C 2.279 0.321 -0.675
C -1.486 -0.701 0.582
H -1.958 -0.431 1.625
H 1.753 1.160 -1.155
H -3.479 0.484 0.240
H -1.232 -1.731 0.358
H 2.761 0.821 0.195
H 3.169 -0.180 -1.137